ORCA calculation (wB97M-V/def2-TZVPD) on 2 unconnected molecules or ions with the total composition C38H42N2O6S.

- LUMO level (eV) = -2.7
- molecular weight (g/mol) = 654.829
- orbital gap (eV) = 2.27
- total charge = 0

Element x y z (Å)
C (4.9310, -3.0464, 2.6141)
O (5.4571, -1.7828, 3.0887)
C (4.5527, -0.7985, 3.3335)
C (3.1676, -0.9417, 3.2387)
C (2.3058, 0.0570, 3.6885)
C (0.8090, -0.1277, 3.5924)
C (0.1816, -0.6858, 4.8742)
C (0.7308, -2.0776, 5.2045)
O (1.8736, -2.3701, 5.5563)
N (-0.2968, -2.9606, 5.0561)
C (-0.0814, -4.3710, 5.2778)
C (-1.6131, -2.3666, 4.8456)
C (-2.2008, -2.8895, 3.5293)
C (-2.5143, -2.6735, 6.0482)
N (-1.2608, -0.9408, 4.7688)
C (-2.1398, 0.0647, 4.5901)
C (-3.5163, -0.0929, 4.4369)
C (-4.4319, 0.9437, 4.2738)
C (-5.8543, 0.7651, 4.1616)
C (-6.7331, 1.8820, 4.0974)
C (-8.1116, 1.7177, 4.0134)
C (-8.6721, 0.4319, 3.9742)
C (-7.8292, -0.6842, 4.0234)
C (-6.4499, -0.5270, 4.1160)
C (2.8309, 1.2160, 4.2525)
C (4.2153, 1.3929, 4.3541)
O (4.8212, 2.4417, 4.9671)
C (3.9749, 3.5633, 5.3124)
C (5.0858, 0.4056, 3.8432)
O (6.4263, 0.4999, 4.0763)
C (6.9141, 0.0035, 5.3646)
H (5.8135, -3.6643, 2.4432)
H (4.2776, -3.5007, 3.3752)
H (4.3636, -2.9203, 1.6783)
H (2.7607, -1.8799, 2.8496)
H (0.3293, 0.8368, 3.3682)
H (0.5812, -0.8345, 2.7764)
H (0.3991, -0.0063, 5.7198)
H (0.9969, -4.5351, 5.3595)
H (-0.5644, -4.7097, 6.2044)
H (-0.4797, -4.9534, 4.4388)
H (-1.4767, -2.7247, 2.7186)
H (-2.4050, -3.9639, 3.6221)
H (-3.1282, -2.3747, 3.2705)
H (-2.0018, -2.3513, 6.9652)
H (-3.4664, -2.1451, 5.9834)
H (-2.7089, -3.7521, 6.0960)
H (-1.6866, 1.0616, 4.5785)
H (-3.9020, -1.1117, 4.4553)
H (-4.0480, 1.9670, 4.2744)
H (-6.2966, 2.8815, 4.1094)
H (-8.7628, 2.5916, 3.9693)
H (-9.7516, 0.3012, 3.9005)
H (-8.2475, -1.6903, 3.9899)
H (-5.8151, -1.4115, 4.1517)
H (2.1511, 1.9943, 4.6158)
H (4.6665, 4.3268, 5.6688)
H (3.4142, 3.9275, 4.4368)
H (3.2622, 3.2800, 6.1016)
H (7.9911, 0.1625, 5.3245)
H (6.4610, 0.5811, 6.1788)
H (6.6773, -1.0623, 5.4682)
C (-9.5545, 2.6556, -1.0210)
C (-8.9001, 3.3756, -2.0248)
C (-7.6496, 3.9443, -1.7761)
C (-7.0541, 3.7618, -0.5285)
S (-5.4464, 4.4963, -0.1790)
C (-4.3206, 3.2761, -0.6353)
C (-2.9410, 3.5173, -0.5945)
C (-2.0049, 2.5030, -0.9920)
C (-0.6356, 2.7294, -0.9285)
C (-0.1434, 3.9664, -0.4778)
C (-1.0355, 4.9809, -0.0931)
C (-2.4004, 4.7710, -0.1524)
O (-5.3938, 5.6491, -1.0514)
O (-5.4512, 4.6894, 1.2592)
C (-7.7068, 3.0560, 0.4803)
C (-8.9574, 2.4904, 0.2329)
H (-10.5315, 2.2189, -1.2159)
H (-9.3497, 3.4993, -3.0098)
H (-7.1314, 4.5202, -2.5390)
H (-4.7587, 2.3504, -1.0058)
H (-2.4368, 1.5601, -1.3369)
H (0.0542, 1.9388, -1.2327)
H (0.9276, 4.1471, -0.4262)
H (-0.6705, 5.9486, 0.2573)
H (-3.0655, 5.5827, 0.1438)
H (-7.2269, 2.9521, 1.4497)
H (-9.4474, 1.9233, 1.0250)